Record 1
Entry from OMol25: a 2-piece molecular cluster, C2H9N2O overall (wB97M-V/def2-TZVPD).

Calculated values
E_LUMO = -3.399 eV
maximum force = 5.514 eV/A
relative energy (zero: lowest compared OMol25 entry of this formula, charge and spin) = 39.7 kcal per mole
multiplicity = 1
M = 77.11 g/mol
charge = +1

CARTESIAN COORDINATES (ANGSTROEM)
C 0.32 -1.42 2.01
C -0.19 0.81 -2.57
N -0.07 2.04 -2.98
N -0.06 -0.15 1.48
O -0.25 0.44 -1.41
H 0.42 -1.15 3.04
H -0.33 -2.15 1.71
H 1.44 -1.83 1.77
H -0.37 0.21 -3.45
H 0.19 2.93 -2.46
H -0.23 2.27 -4.02
H 0.64 0.45 2.05
H -0.02 0.11 0.45
H -1.00 0.04 1.82

=====

Record 2
Entry from OMol25: a 2-piece molecular cluster, C2H9N2O2 overall (wB97M-V/def2-TZVPD).

Calculated values
E_LUMO (spin up / spin down) = 0.207 / 0.175 eV
maximum force = 2.043 eV/A
relative energy (zero: lowest compared OMol25 entry of this formula, charge and spin) = 0.3 kcal per mole
multiplicity = 2
M = 93.11 g/mol

CARTESIAN COORDINATES (ANGSTROEM)
N 2.08 0.94 -0.75
C 0.69 0.41 -0.77
C 0.27 0.21 0.73
N -0.96 -0.20 0.96
O 1.11 0.42 1.60
H 2.41 0.78 0.23
H 2.16 2.03 -0.83
H 2.75 0.56 -1.48
H 0.04 1.14 -1.24
H 0.70 -0.55 -1.27
H -1.73 -0.20 0.31
H -1.31 -0.11 1.90
H -3.54 -1.42 -1.53
H -2.63 -2.42 -0.78
O -2.71 -1.51 -1.08

=====

Record 3
Entry from OMol25: C2H9N2O2S as an isolated structure (wB97M-V/def2-TZVPD).

Calculated values
E_LUMO = -3.873 eV
maximum force = 3.300 eV/A
relative energy (zero: lowest compared OMol25 entry of this formula, charge and spin) = 38.2 kcal per mole
multiplicity = 1
M = 125.17 g/mol
charge = +1

CARTESIAN COORDINATES (ANGSTROEM)
C 1.69 -1.04 0.70
C 1.05 0.27 0.09
N -0.75 0.16 -0.68
N 1.68 0.81 -0.94
O -1.61 0.70 1.55
O -3.07 0.91 -0.44
S -1.94 0.11 0.32
H 2.10 -0.69 1.62
H 1.02 -1.87 0.82
H 0.64 1.00 0.81
H 2.55 -1.41 0.13
H -0.64 -0.57 -1.38
H 2.05 0.16 -1.64
H 1.28 1.70 -1.26
H -3.87 1.13 -0.03
H -2.18 -1.37 0.33

=====

Record 4
Entry from OMol25: a 2-piece molecular cluster, C2H9N2O2S overall (wB97M-V/def2-TZVPD).

Calculated values
E_LUMO (spin up / spin down) = -3.923 / -8.868 eV
maximum force = 6.062 eV/A
multiplicity = 3
M = 125.17 g/mol
charge = +1

CARTESIAN COORDINATES (ANGSTROEM)
C -1.13 -1.06 0.29
C -1.18 -0.07 -0.75
N 1.47 -1.09 1.10
N -1.19 1.24 -0.15
O 1.53 -0.14 -1.27
O 1.19 1.32 0.64
S 1.87 0.06 0.12
H -1.50 -0.83 1.33
H -0.80 -2.04 0.15
H -1.88 -0.41 -1.45
H -0.19 -0.30 -1.38
H 1.59 -1.95 0.69
H -1.85 1.28 0.62
H -1.32 2.01 -0.80
H 0.08 1.51 0.52
H 3.29 0.48 0.34

=====

Record 5
Entry from OMol25: a 2-piece molecular cluster, C2H9N2S overall (wB97M-V/def2-TZVPD).

Calculated values
E_LUMO = 4.265 eV
maximum force = 0.252 eV/A
relative energy (zero: lowest compared OMol25 entry of this formula, charge and spin) = 5.4 kcal per mole
multiplicity = 1
M = 93.17 g/mol
charge = -1

CARTESIAN COORDINATES (ANGSTROEM)
C 1.98 -1.00 -0.17
S 1.65 0.79 0.04
H 1.37 -1.43 -0.98
H 1.72 -1.56 0.73
H 3.03 -1.17 -0.41
N -1.50 0.19 -1.13
C -1.88 -0.61 0.04
N -1.60 0.08 1.29
H -1.43 -0.44 -1.93
H -0.55 0.52 -0.96
H -1.35 -1.57 0.08
H -2.95 -0.84 -0.01
H -2.07 0.98 1.26
H -0.61 0.31 1.29

=====

Record 6
Entry from OMol25: a 2-piece molecular cluster, C2H9N2S overall (wB97M-V/def2-TZVPD).

Calculated values
E_LUMO = -4.442 eV
maximum force = 3.978 eV/A
relative energy (zero: lowest compared OMol25 entry of this formula, charge and spin) = 30.0 kcal per mole
multiplicity = 1
M = 93.17 g/mol
charge = +1

CARTESIAN COORDINATES (ANGSTROEM)
C -1.44 -1.94 0.18
C 0.65 -0.28 0.33
N 0.57 0.02 1.59
N -1.85 1.19 0.20
S -0.18 -1.12 -0.81
H -1.00 -2.22 1.12
H -1.77 -2.82 -0.30
H -2.24 -1.30 0.35
H 1.37 0.37 -0.22
H -0.16 -0.45 2.03
H 1.22 0.31 2.26
H -2.71 0.79 -0.15
H -2.13 1.67 1.08
H -1.68 1.95 -0.38

=====

The records above yield DFT total energy values of -266.08847 -341.49540 -739.41711 -739.25802 -589.32387 -589.02204 Ha, respectively.